Computed, not measured: the molecule C5H3NO at a distorted geometry, with ωB97M-V/def2-TZVPD.

- SMILES = C#C[C@@H]1O[C@@H]1C#N
- orbital gap (eV) = 10.88
- LUMO (eV) = 0.5
- max |F| (eV Å⁻¹) = 10.1
- energy (Ha) = -322.14125
- molecular weight (g/mol) = 93.1

Last column: Mulliken charge in e.
Atoms and positions in Å:
1 C -2.18 0.94 0.15  -0.17
2 C -1.23 0.12 0.21  -0.51
3 C -0.19 -0.87 -0.21  0.10
4 O 0.72 -1.31 0.91  -0.37
5 C 1.29 -0.50 -0.13  0.06
6 C 1.61 0.83 0.04  0.24
7 N 1.64 2.02 0.32  -0.42
8 H -3.06 1.60 0.49  0.34
9 H -0.41 -1.68 -0.83  0.45
10 H 1.82 -1.14 -0.95  0.29